1.
DFT (the ωB97M-V functional and the def2-TZVPD basis) results for a structure of composition C26H50IrOP2Si.

Calculated values
<S²> = 8.804
largest force on an atom = 4.67 eV Å⁻¹
orbital gap (alpha / beta) = 0.2255 / 0.1942 Ha
E_tot = -2171.5496 a.u.
energy relative to the best compared isomer or geometry (same formula, charge and spin) = 253.72 kJ/mol

ORCA input file:
```
! wB97M-V def2-TZVPD RIJCOSX def2/J DEFGRID3
* xyz 2 6
Ir -0.98232 -1.79516 -2.33294
C 0.97021 0.49737 -1.28683
C -0.44955 0.34915 -1.82697
C -0.33876 0.86270 0.56212
C 0.96555 0.71475 0.08422
C -1.35745 0.57009 -0.51304
C 2.24277 0.70074 -2.05605
H 2.13179 0.71751 -3.14691
H 2.96794 -0.09399 -1.79525
H 2.75610 1.65449 -1.80508
C 2.18701 0.79838 0.95343
H 3.11316 0.62623 0.38584
H 2.13413 0.02630 1.73936
H 2.25775 1.78319 1.44853
C -0.63255 1.38803 1.90803
H 0.06768 2.20646 2.17464
H -0.47921 0.56936 2.63067
H -1.66275 1.76344 1.99621
C -2.47796 1.63458 -0.53036
H -2.14654 2.64200 -0.21969
H -3.24238 1.32573 0.21170
H -2.98534 1.72054 -1.50103
C -0.61066 1.40922 -2.91819
H -0.41845 2.41265 -2.49809
H -1.61246 1.39420 -3.36510
H 0.11878 1.27891 -3.72873
C -0.19793 -4.96285 -2.23815
C 0.58847 -4.42184 -3.35066
C -0.07061 -4.28031 -4.73496
C -1.51015 -3.76915 -4.64979
C -2.01300 -2.99377 -3.42956
C -2.84442 -3.68268 -2.51372
C -2.78462 -5.13400 -2.32202
C -1.36853 -5.81111 -2.48709
H -0.08494 -5.21429 -5.32362
H -2.21235 -4.60423 -4.73475
H 0.56633 -3.59681 -5.30845
H -1.31631 -6.24588 -3.49558
H 0.42600 -5.26790 -1.38372
H 1.55921 -4.95802 -3.47027
H -1.35027 -6.66399 -1.77991
H -3.17222 -5.38020 -1.31803
H -3.63602 -3.20044 -1.94517
H -3.43803 -5.63958 -3.04409
H -1.66724 -3.07380 -5.48340
H -2.34846 -1.94727 -3.72431
P 0.87633 -2.81577 -2.60551
C 2.03630 -2.97369 -1.28263
C 1.00264 -1.55367 -3.92744
P -2.47178 -0.98394 -0.19538
C -1.29185 -2.34453 -0.46781
C -3.85484 -0.79375 -1.38865
C -3.09703 -1.81152 1.25980
H 1.63641 -2.66102 -0.29704
H 2.92463 -2.37868 -1.54374
H 2.27474 -4.04445 -1.23626
H 0.29681 -1.60583 -4.75782
H 2.00581 -1.83525 -4.23805
H 0.94127 -0.53827 -3.54444
H -3.46313 -2.80008 0.92612
H -3.91060 -1.23114 1.69425
H -2.27835 -1.94580 1.97762
H -0.39355 -2.21244 0.20793
H -1.70017 -3.36591 -0.27953
H -4.46983 0.04253 -1.04218
H -4.49623 -1.68137 -1.38346
H -3.54147 -0.58803 -2.41983
C 1.57324 -3.98097 2.92764
Si 0.62447 -2.35148 2.91387
C -0.99391 -2.65948 3.86153
C 1.57620 -1.06244 3.94664
O 0.40183 -1.87302 1.41117
H 1.54404 -4.42083 3.93605
H 2.62317 -3.82356 2.64022
H 1.11904 -4.68667 2.21471
H -0.74876 -2.91009 4.90582
H -1.65364 -1.78033 3.88092
H -1.54693 -3.50803 3.43030
H 2.61481 -0.95202 3.60168
H 1.10460 -0.06960 3.93181
H 1.60577 -1.39731 4.99712
*
```


2.
DFT (the ωB97M-V functional and the def2-TZVPD basis) results for a structure of composition C3H2HgO2.

Calculated values
largest force on an atom = 5.13 eV Å⁻¹
orbital gap = 0.2947 Ha
E_tot = -418.4854 a.u.
energy relative to the best compared isomer or geometry (same formula, charge and spin) = 0.00 kJ/mol

ORCA input file:
```
! wB97M-V def2-TZVPD RIJCOSX def2/J DEFGRID3
* xyz 2 1
H 0.13046 -2.04062 -0.00861
C 0.67065 -1.10592 -0.02950
C 1.52662 -0.21363 0.12081
Hg 3.41449 0.33172 0.37650
O -1.60667 0.06948 -0.31063
H -2.41866 -0.26179 0.14020
O -0.40140 1.94050 -0.02517
C -1.31548 1.28025 -0.26360
*
```


3.
DFT (the ωB97M-V functional and the def2-TZVPD basis) results for the molecule C3H8N2O2.

Calculated values
largest force on an atom = 3.64 eV Å⁻¹
orbital gap = 0.2889 Ha
E_tot = -378.9126 a.u.
energy relative to the best compared isomer or geometry (same formula, charge and spin) = 599.79 kJ/mol

ORCA input file:
```
! wB97M-V def2-TZVPD RIJCOSX def2/J DEFGRID3
* xyz 0 1
C 0.18917 -0.99492 0.33019
C 0.94398 0.25864 0.42170
C -1.12946 0.82826 -0.30907
N -1.20026 -0.42354 0.24267
N 2.03628 0.51387 -0.39226
O -2.16977 -1.29796 -0.46459
O -1.90231 1.79776 0.17707
H 0.21729 -1.52460 -0.55363
H 0.37788 -1.39513 1.28080
H 1.14512 0.50349 1.52363
H -1.14278 0.96831 -1.37329
H -2.68222 -1.55114 0.30617
H 2.61593 1.33352 -0.23531
H 1.73857 0.39878 -1.35863
H -2.07976 1.75333 1.08367
*
```


4.
DFT (the ωB97M-V functional and the def2-TZVPD basis) results for a structure of composition C43H45I2LuNO2PSi.

Calculated values
largest force on an atom = 4.42 eV Å⁻¹
orbital gap = 0.2013 Ha
E_tot = -4332.0258 a.u.
energy relative to the best compared isomer or geometry (same formula, charge and spin) = 249.00 kJ/mol

ORCA input file:
```
! wB97M-V def2-TZVPD RIJCOSX def2/J DEFGRID3
* xyz 2 1
Lu 1.36492 -0.23758 -0.70415
C 1.30389 4.51094 -2.69347
C 1.90023 3.32611 -1.89040
C 1.33597 2.79303 -0.71613
C 2.05344 1.87123 0.05813
C 3.26685 1.34245 -0.42597
C 3.79236 1.87797 -1.62681
C 3.10011 2.88508 -2.30282
H 2.07192 5.11725 -3.15019
H 0.61665 5.10861 -2.05830
H 0.72861 4.19216 -3.58115
H 0.36106 3.07182 -0.32396
H 1.72518 1.63152 1.06036
H 3.80869 0.60883 0.10874
H 4.68902 1.46599 -2.05131
H 3.45798 3.35112 -3.22214
I 1.40943 0.20779 -3.80344
C -0.23738 -1.22810 -3.62893
I -1.34058 -1.50493 -1.70525
H 0.19057 -2.20754 -3.87216
H -0.97350 -0.87765 -4.42742
O 0.34417 -0.46958 0.98323
N 1.14602 -1.68505 0.90352
C 0.94621 -2.59824 1.83917
C 1.85407 -3.72006 1.78161
C 1.84081 -4.66701 2.81598
C 2.64403 -5.79389 2.79160
C 3.47541 -6.04036 1.65398
C 3.48889 -5.09681 0.61542
C 2.75264 -3.91602 0.67495
P 2.85884 -2.77992 -0.69936
C 4.56901 -2.24132 -0.78461
C 5.53841 -2.69541 0.13688
C 6.83142 -2.20717 0.00594
C 7.06972 -1.12253 -0.83974
C 6.12130 -0.65371 -1.74656
C 4.88883 -1.29306 -1.77734
C 2.68603 -3.89300 -2.09202
C 3.42309 -3.66845 -3.29220
C 2.98456 -4.25669 -4.46769
C 1.97613 -5.22621 -4.43065
C 1.20987 -5.36141 -3.26853
C 1.64708 -4.79399 -2.08837
H -1.66926 0.82743 1.00070
H 0.14689 -2.49136 2.60810
H 1.13738 -4.49583 3.60700
H 2.66775 -6.54225 3.58130
H 4.09561 -6.88128 1.60712
H 4.01503 -5.37592 -0.31081
H 5.34944 -3.37051 0.99485
H 7.66264 -2.67638 0.58280
H 8.12953 -0.74628 -0.85197
H 6.34793 0.12062 -2.46905
H 4.07427 -0.91582 -2.44334
H 4.32386 -3.05001 -3.27232
H 3.40621 -3.97006 -5.41880
H 1.62141 -5.69479 -5.32375
H 0.26393 -5.78694 -3.31124
H 1.14007 -5.12689 -1.17289
C -5.45712 0.40409 0.13578
C -5.05012 1.88430 0.15920
C -6.24795 2.78513 0.49060
C -4.54984 2.29123 -1.22872
Si -3.61274 2.20711 1.34877
O -2.19905 1.59718 0.74924
C -3.31144 4.01605 1.64727
C -4.13300 4.78294 2.46210
C -4.18274 6.17450 2.31640
C -3.32790 6.77075 1.41185
C -2.47439 6.01405 0.59860
C -2.45839 4.66369 0.73852
C -3.88589 1.29557 2.99820
C -5.13900 0.95662 3.49101
C -5.24420 0.00875 4.53559
C -4.10626 -0.43736 5.15561
C -2.88570 0.09871 4.89088
C -2.77230 0.91771 3.77422
H -6.43768 0.21489 -0.30345
H -5.44908 -0.04875 1.16908
H -4.77549 -0.24287 -0.49310
H -6.88345 2.72962 -0.41420
H -5.89965 3.80218 0.62030
H -6.80416 2.37442 1.34830
H -5.21529 1.85483 -1.96347
H -3.56014 1.93863 -1.44495
H -4.48606 3.43101 -1.30827
H -4.89680 4.29168 3.04109
H -4.83443 6.84688 2.89792
H -3.40200 7.82160 1.27605
H -1.88594 6.44457 -0.22273
H -1.81254 4.14594 -0.01273
H -6.07437 1.38324 3.13054
H -6.22512 -0.32921 4.84777
H -4.21446 -1.10700 6.01260
H -1.99337 -0.15930 5.41508
H -1.74657 1.22661 3.56292
*
```